No. 1
DFT (ωB97M-V/def2-TZVPD) results for C32H40CsF6N5O5P2S2 as an isolated structure.

Structure (XYZ):
```
93
Properties=species:S:1:pos:R:3:forces:R:3:mulliken_charge:R:1
Cs 14.19364 11.07328 10.94283 0.41 0.34 0.50 1.27
N 16.74219 13.81384 12.08598 -1.76 0.40 -1.98 -0.22
C 17.08250 13.77019 13.37683 3.78 -0.35 0.88 0.84
C 16.62903 14.72417 14.27254 -0.63 -0.20 0.63 -1.13
C 16.97142 14.69683 15.63729 -2.11 1.43 -1.70 -0.18
C 17.89634 13.78757 16.02566 0.65 -0.21 1.41 -1.33
C 18.53369 12.93975 15.13684 -0.03 -0.65 -1.93 0.31
C 18.21249 12.92447 13.72913 -0.73 -0.60 2.63 0.00
P 18.96883 11.62544 12.56288 -0.47 1.54 -0.06 -0.49
C 20.27003 10.78526 13.52295 -0.95 -0.69 1.28 0.62
C 19.99172 9.91430 14.62123 -0.79 -0.09 1.10 -0.01
C 21.00219 9.27797 15.35232 0.74 2.15 -2.74 -0.68
C 22.34112 9.47579 14.91764 -1.96 -0.47 -0.48 -0.51
C 22.58648 10.15952 13.74577 0.84 0.98 0.12 -0.58
C 21.56736 10.92218 13.11067 1.30 -1.75 1.00 -0.59
C 17.66490 10.36076 12.56502 -0.34 -0.40 0.89 1.12
C 17.70912 9.30125 11.66285 -0.69 -0.32 0.74 -0.85
C 16.77588 8.27254 11.75330 -1.53 -0.41 0.25 -0.57
C 15.70178 8.26345 12.69653 2.73 0.93 -0.23 -0.72
C 15.75762 9.27736 13.62604 -0.47 0.85 0.21 -0.57
C 16.69885 10.30352 13.55773 -0.34 -1.15 -1.48 -0.47
H 17.38408 13.39434 11.41949 -0.41 0.50 0.00 0.23
H 16.11263 14.59012 11.82926 0.85 -0.95 -0.27 0.24
H 15.89423 15.41450 13.86084 0.04 0.11 0.33 0.39
H 16.36916 15.38767 16.29328 1.19 -0.86 -0.43 0.37
H 18.12081 13.76658 17.07962 0.33 -0.32 0.18 0.39
H 19.25273 12.21698 15.54301 -0.17 0.45 -0.33 0.38
H 18.94354 9.77625 15.04059 1.28 0.27 -1.03 0.22
H 20.77681 8.67281 16.16357 -0.38 -0.94 1.44 0.48
H 23.10917 8.98317 15.44661 0.92 -0.42 0.39 0.41
H 23.64807 10.18387 13.39804 -1.12 0.24 0.12 0.30
H 21.85027 11.52769 12.29992 0.06 0.71 -1.03 0.44
H 18.52303 9.30895 10.98796 0.51 -0.37 -0.99 0.54
H 16.71285 7.42221 11.09321 0.67 0.07 -0.50 0.34
H 15.02241 7.44768 12.73437 -0.47 -0.32 0.02 0.58
H 15.02890 9.44976 14.39844 -0.43 -0.52 0.22 0.28
H 16.56048 11.09384 14.20843 0.05 1.48 1.42 0.47
F 13.47818 8.86962 5.90093 -1.20 -0.48 -0.77 -0.21
C 12.41373 9.59089 6.33568 2.05 0.20 0.43 0.41
F 11.23928 9.10106 6.00169 0.63 -0.15 0.11 -0.17
F 12.56318 10.80563 5.83364 -0.41 0.45 -0.61 -0.20
S 12.82763 9.77842 8.12430 -0.90 -1.55 1.08 1.07
O 12.43393 11.07907 8.50572 -1.32 2.15 0.31 -0.64
O 14.23040 9.58348 8.35028 0.53 -0.93 -0.61 -0.65
N 11.89062 8.62009 8.65948 -0.29 -0.49 0.07 -0.43
S 11.44238 8.35585 10.14024 0.08 -0.19 0.24 0.82
O 11.71013 9.46335 11.01566 0.19 0.96 0.40 -0.58
O 10.17622 7.69388 10.30938 0.56 0.40 -0.75 -0.72
C 12.63558 7.11690 10.79096 -1.74 0.48 -2.41 0.73
F 13.88139 7.48463 10.66682 1.40 0.16 -0.95 -0.19
F 12.34860 6.01835 10.08861 0.87 -0.75 0.18 -0.25
F 12.43346 6.93027 12.04212 -0.71 -0.76 2.56 -0.22
O 13.38047 12.60977 13.28605 -1.13 0.13 1.12 -0.64
P 12.09086 12.96076 14.00577 1.41 1.66 -2.38 -0.85
N 10.96330 11.81174 14.21321 0.04 -0.17 -0.07 0.23
C 11.35624 10.80125 15.19550 1.28 -1.75 -1.29 -0.46
C 10.89944 9.46306 14.55604 2.04 0.72 0.87 -0.41
C 9.88072 9.73345 13.58970 -1.36 1.44 -3.21 -0.56
C 10.28132 11.20470 13.04278 -1.08 -1.27 0.53 -0.46
N 11.34832 14.16652 13.05551 -0.47 -1.08 0.33 0.43
C 12.18226 15.26870 12.62284 1.98 -0.65 -0.08 -0.03
C 11.30293 16.39594 12.22228 -1.02 -0.09 2.72 -0.74
C 9.99466 16.14337 13.06228 -0.94 0.15 -1.12 -0.83
C 9.93220 14.60376 13.16019 1.14 -0.04 3.31 -0.59
N 12.41794 13.57439 15.50012 -0.64 -1.36 -0.88 0.75
C 11.40192 14.15844 16.32678 -1.60 0.61 -0.71 -0.52
C 12.08880 14.52562 17.60688 1.10 0.45 0.35 -0.73
C 13.41721 15.04938 16.92634 -1.04 1.35 0.45 -0.88
C 13.72524 13.97818 15.87628 2.12 0.36 -0.05 0.55
H 10.95899 10.99468 16.15147 -0.76 0.23 1.17 0.36
H 12.45721 10.67419 15.31482 -0.51 0.62 -0.02 0.14
H 10.55418 8.80315 15.28466 -0.19 -1.38 1.32 0.53
H 11.70913 9.03748 13.97751 0.65 -0.23 0.37 -0.08
H 8.89084 9.72438 14.00973 -0.56 0.45 0.27 0.41
H 9.85410 8.94263 12.79733 0.10 0.97 0.35 0.18
H 9.36760 11.77166 12.88878 -0.05 0.05 -0.39 0.11
H 10.87576 11.16587 12.11548 -0.15 0.02 0.61 0.36
H 12.89330 15.01962 11.80223 -0.52 -0.26 0.40 0.00
H 12.83334 15.59198 13.44980 -0.03 0.01 0.05 0.01
H 11.10351 16.40444 11.19728 -0.46 0.05 -1.57 0.39
H 11.81183 17.28101 12.52955 0.06 1.02 -0.13 0.35
H 9.15338 16.50200 12.45174 0.04 -0.11 0.20 0.36
H 9.83496 16.66968 14.03611 0.88 -0.54 -0.65 0.29
H 9.35541 14.07454 12.47368 -1.06 -0.31 -1.76 0.56
H 9.51322 14.22894 14.15491 0.46 0.73 -1.00 0.30
H 10.57454 13.47936 16.41611 -0.50 -0.46 0.28 0.43
H 10.98609 15.05051 15.78686 0.21 -0.23 0.72 -0.03
H 12.32537 13.64777 18.22630 -0.10 -0.01 -0.34 0.33
H 11.51838 15.20744 18.28923 0.64 -0.20 -0.96 0.36
H 14.18287 15.40764 17.60762 0.34 -0.61 0.09 0.51
H 13.10174 15.98649 16.39842 0.27 -0.65 0.13 0.25
H 14.33048 13.11665 16.24288 -0.30 0.52 0.17 0.22
H 14.30832 14.34778 14.99254 -0.60 -0.11 0.93 -0.67
```
Positions in Å, forces in eV/Å.

Summary:
net charge	0
ΔE to the lowest compared entry with this formula, charge and spin	19.6	kcal/mol
frontier orbital gap	8.11	eV

No. 2
DFT (ωB97M-V/def2-TZVPD) results for a 7-piece molecular cluster, C32H40N10O2PS overall.

Structure (XYZ):
```
86
Properties=species:S:1:pos:R:3:forces:R:3:mulliken_charge:R:1
C 1.05243 -1.78875 -0.69394 -0.74 0.50 -0.33 -0.85
C 0.64223 -0.30983 -1.31223 0.09 1.30 -0.50 0.41
C -0.71598 -0.18717 -2.20087 3.17 3.54 0.85 -0.04
N -1.08362 1.13090 -2.76949 2.55 -3.51 2.67 -0.89
N -0.27341 2.18547 -2.52317 1.92 1.11 1.28 1.08
C -0.74570 3.49160 -3.21038 -0.57 0.10 -1.51 -0.57
C 0.18921 3.66209 -4.56132 2.46 5.03 -2.84 0.29
O 0.55198 4.87104 -5.06067 -2.76 -8.77 3.62 -0.46
O 0.57980 2.38131 -5.23601 -0.19 2.83 2.36 -0.44
C 0.99900 2.36628 -1.75398 -0.30 -5.55 0.22 0.22
P 1.97342 4.02814 -1.54411 -2.20 3.28 2.43 0.06
N 1.08936 4.99996 -0.54877 1.82 -1.74 -1.10 -0.55
C 1.60610 0.98655 -1.02771 -4.11 0.09 -2.39 0.16
N 2.89680 0.92484 -0.24536 -4.07 3.86 4.42 -0.32
C 2.81430 1.69402 0.92332 2.57 1.78 -3.06 0.24
S 3.22105 3.03053 1.95287 -1.73 -5.40 -3.49 0.02
H 1.90525 -1.67065 0.10569 -1.84 -0.23 -1.63 0.06
H 0.05901 -2.26716 -0.24011 2.26 1.14 -0.78 0.29
H 1.39563 -2.53319 -1.54271 -0.59 1.76 1.56 0.35
H -1.37740 -1.14395 -2.42145 1.48 2.45 0.48 0.12
H -0.72826 4.41244 -2.48961 0.48 -1.80 -1.32 0.31
H -1.87321 3.38047 -3.57824 2.49 -0.10 0.89 0.43
H 1.32193 1.93403 -4.73368 -1.14 0.84 -0.65 0.32
H 2.07277 4.74630 -2.80085 0.08 -1.42 0.33 0.15
H 3.29217 3.81368 -1.00261 -0.62 -0.71 -0.89 0.24
H 1.64999 5.27256 0.28846 -0.67 -0.39 -0.73 0.20
N 6.58434 -1.78163 2.80692 -0.23 0.03 -0.10 0.02
C 5.49021 -2.35447 3.40129 0.00 0.00 0.04 -0.50
C 4.36282 -1.85837 2.78558 0.12 -0.31 0.31 -0.46
C 4.79238 -0.95915 1.78054 0.24 0.22 -0.21 0.17
C 6.16866 -0.93323 1.81388 0.07 0.03 0.04 -1.01
H 7.54773 -1.95803 3.06067 -0.34 0.04 -0.10 0.21
H 5.60715 -3.06295 4.21036 -0.04 0.13 -0.12 0.40
H 3.34141 -2.11718 3.03272 0.12 0.12 0.00 0.48
H 4.16531 -0.39208 1.10475 0.32 -0.32 0.16 0.39
H 6.88583 -0.38416 1.21842 -0.15 -0.09 0.09 0.38
N -3.17689 -2.25787 -4.43347 0.10 0.11 0.10 0.03
C -3.22469 -2.45663 -5.78874 0.04 -0.10 -0.23 -0.38
C -3.59673 -3.76309 -6.01446 0.12 0.39 -0.19 -0.76
C -3.78569 -4.37203 -4.75085 0.05 0.10 0.47 -0.25
C -3.52258 -3.41903 -3.79246 0.01 -0.24 0.09 -0.19
H -2.92665 -1.38997 -3.97767 -0.32 -0.30 -0.33 0.22
H -2.98897 -1.65401 -6.47464 -0.06 -0.17 0.09 0.37
H -3.72000 -4.22706 -6.98444 0.01 0.11 0.18 0.39
H -4.08243 -5.39535 -4.56049 0.03 0.16 -0.06 0.37
H -3.55040 -3.46802 -2.71209 -0.07 0.01 -0.18 0.23
N -3.16104 4.17894 -0.74529 0.17 -0.20 -0.06 0.13
C -4.23603 3.58660 -0.13530 -0.16 -0.07 0.06 -0.55
C -5.38088 4.06199 -0.73489 0.16 -0.28 0.27 -0.37
C -4.98206 4.96850 -1.74604 0.30 0.15 -0.24 -0.60
C -3.60614 5.01934 -1.73237 -0.09 0.08 -0.18 -0.39
H -2.19109 4.02009 -0.50530 -0.35 0.20 0.10 0.15
H -4.09474 2.88063 0.67207 -0.07 0.15 -0.11 0.38
H -6.39381 3.78483 -0.47317 0.19 0.05 -0.03 0.40
H -5.62888 5.52389 -2.41286 0.13 -0.08 0.13 0.41
H -2.90760 5.58109 -2.33805 -0.17 0.06 0.12 0.46
N -3.54275 -5.91989 -1.06061 0.03 -0.03 -0.04 0.15
C -2.98477 -4.94588 -0.27416 0.02 0.00 0.06 -0.17
C -2.74973 -5.48644 0.97033 0.10 0.35 -0.17 -0.54
C -3.17553 -6.83566 0.93126 -0.13 -0.29 -0.21 -0.47
C -3.65808 -7.07731 -0.33550 -0.01 0.02 0.07 -0.49
H -3.82445 -5.80318 -2.02531 0.11 -0.08 0.35 0.16
H -2.80467 -3.95374 -0.66587 -0.04 -0.15 0.13 0.19
H -2.31712 -4.96564 1.81470 -0.08 -0.08 -0.11 0.41
H -3.13397 -7.55388 1.73991 -0.02 0.12 -0.16 0.39
H -4.07375 -7.97104 -0.78140 0.07 0.16 0.12 0.37
N 2.38414 -4.77099 4.07349 0.01 0.09 0.04 0.12
C 1.36869 -5.27744 3.30479 -0.09 -0.06 -0.05 -0.52
C 0.68990 -6.20999 4.05697 -0.04 0.19 -0.37 -0.41
C 1.31434 -6.26356 5.32601 0.29 0.15 0.25 -0.70
C 2.35555 -5.36270 5.30952 -0.02 -0.08 0.08 -0.29
H 3.04983 -4.06970 3.77567 -0.23 -0.35 0.10 0.24
H 1.21743 -4.93297 2.29055 0.01 -0.12 0.14 0.40
H -0.16362 -6.78827 3.72769 0.15 0.10 0.04 0.44
H 1.03421 -6.89119 6.16212 0.07 0.12 -0.15 0.38
H 3.07744 -5.09376 6.06906 -0.14 -0.08 -0.11 0.34
N 2.41263 6.81872 4.52265 0.09 0.03 -0.01 -0.01
C 1.87568 6.04657 3.52565 0.00 0.00 -0.04 -0.27
C 0.87848 6.77348 2.91460 0.17 -0.34 -0.11 -0.11
C 0.81581 8.03052 3.56205 0.15 0.25 0.26 -0.64
C 1.77606 8.03231 4.54888 -0.07 -0.02 -0.04 -0.41
H 3.16195 6.53745 5.14154 -0.30 0.14 -0.22 0.20
H 2.24707 5.04805 3.33790 -0.18 0.20 0.15 0.01
H 0.26349 6.43541 2.09069 0.06 0.05 0.12 0.50
H 0.14311 8.84682 3.33266 0.13 -0.15 0.05 0.39
H 2.05922 8.79077 5.26646 -0.09 -0.13 -0.14 0.37
```
Positions in Å, forces in eV/Å.

Summary:
net charge	+1
frontier orbital gap	4.11	eV

Question: The lowest frontier orbital gap belongs to which entry?
Answer: C32H40N10O2PS

Question: Which of these has the lowest frontier orbital gap?
Answer: C32H40N10O2PS